No. 1
A molecular structure, C13H24F6NO4PRb in a non-equilibrium geometry, computed with the ωB97M-V functional and the def2-TZVPD basis.

Element x y z (Å)
1 Rb 0.068 -2.096 -2.503
2 C 5.123 2.778 0.211
3 C 4.604 2.636 1.679
4 C 3.823 3.930 1.913
5 C 3.141 3.949 3.292
6 C 2.304 2.630 3.565
7 C 3.024 1.229 3.297
8 N 3.692 1.459 1.987
9 O 4.214 0.116 1.421
10 C 1.918 0.181 3.305
11 C 3.985 1.103 4.563
12 C 5.920 2.701 2.648
13 H 5.563 1.828 -0.092
14 H 5.750 3.666 0.128
15 H 4.293 2.908 -0.484
16 H 3.031 4.036 1.172
17 H 4.394 4.857 1.860
18 H 2.566 4.875 3.331
19 H 3.895 4.154 4.053
20 H 1.383 2.621 2.982
21 H 1.824 2.651 4.543
22 H 0.982 0.509 2.853
23 H 1.729 -0.059 4.352
24 H 2.310 -0.768 2.938
25 H 3.410 0.626 5.356
26 H 4.117 2.101 4.981
27 H 4.955 0.639 4.381
28 H 6.698 3.273 2.142
29 H 6.330 1.691 2.646
30 H 5.987 2.930 3.712
31 P 1.513 -8.858 -1.974
32 F 1.147 -9.914 -0.675
33 F 3.122 -8.765 -1.558
34 F 1.801 -10.188 -2.871
35 F 1.918 -7.985 -3.253
36 F -0.048 -8.952 -2.415
37 F 1.198 -7.567 -1.065
38 C -10.863 -0.558 -5.144
39 C -9.578 0.252 -5.235
40 C -8.912 0.825 -3.974
41 O -7.861 -0.107 -3.695
42 C -7.602 -0.829 -4.784
43 O -6.591 -1.568 -4.822
44 O -8.554 -0.642 -5.773
45 H -10.871 -1.532 -4.655
46 H -11.203 -0.663 -6.174
47 H -11.688 0.085 -4.836
48 H -9.794 1.001 -5.997
49 H -9.545 0.965 -3.098
50 H -8.624 1.844 -4.233

Atomic forces in eV per Å
Rb 0.248 -0.130 0.238
C -0.901 -1.520 0.677
C 0.423 0.457 2.213
C -1.195 -0.190 1.123
C -0.203 -0.906 -0.143
C -0.216 0.465 -0.304
C 1.230 3.683 0.260
N 0.482 -2.321 -2.233
O -0.595 2.752 1.208
C 1.039 -0.653 0.451
C -0.840 0.078 -0.443
C 0.370 -1.264 -1.493
H 0.553 0.198 0.043
H 0.258 -0.274 0.090
H -0.333 0.100 0.157
H -0.083 -0.224 -0.281
H 0.609 -0.177 -0.244
H -0.733 -0.194 0.072
H 0.201 -0.560 0.222
H 0.183 0.290 -0.855
H 0.587 -0.030 0.683
H 0.198 -0.120 -0.347
H -0.371 0.296 0.191
H -0.169 0.148 -0.670
H 0.272 -0.572 0.061
H 0.478 0.112 -0.249
H -0.276 -0.203 -0.051
H 0.001 0.386 0.004
H -0.064 -0.348 -0.281
H -1.108 0.563 -0.048
P 0.771 -2.418 0.835
F 0.748 1.601 -1.126
F -1.249 -0.481 0.460
F 0.168 0.027 0.303
F -0.704 0.966 -0.404
F 0.188 0.527 -0.004
F 0.000 -0.073 -0.123
C -0.764 0.743 -0.762
C -0.513 -1.246 -0.135
C -0.889 0.131 -0.463
O -0.499 1.103 0.037
C 3.176 -2.576 -0.800
O -3.959 2.477 -0.526
O 1.309 0.276 1.533
H 0.287 0.302 0.188
H 0.358 -0.720 -0.250
H 0.090 0.029 0.925
H 0.469 0.244 0.178
H -0.119 -0.621 -0.067
H 1.084 -0.133 0.150

The value obtained for the HOMO energy is -0.093 Ha. The calculation puts the frontier orbital gap at 0.08436 Ha. As for the total charge: -1.

These are the natural (NBO) partial charges, in e, on atoms 1 to 4:
1. Rb 0.96
2. C -0.61
3. C 0.16
4. C -0.40



No. 2
A molecular structure, C13H24MoNO3SSbSe4 in a non-equilibrium geometry, computed with the ωB97M-V functional and the def2-TZVPD basis.

Element x y z (Å)
1 Mo -0.274 -0.018 -1.105
2 O 0.687 0.167 0.573
3 C 1.765 1.118 0.712
4 C 3.111 0.388 0.789
5 C 3.049 -0.997 0.124
6 C 2.667 -1.038 -1.335
7 C 3.648 -0.954 -2.311
8 C 3.351 -1.230 -3.637
9 C 2.070 -1.666 -3.955
10 C 1.124 -1.677 -2.959
11 N 1.376 -1.297 -1.683
12 H -0.082 0.047 1.850
13 H 1.597 1.715 1.610
14 H 1.758 1.795 -0.144
15 H 3.403 0.244 1.829
16 H 3.880 1.001 0.318
17 H 2.349 -1.627 0.669
18 H 4.036 -1.450 0.212
19 H 4.658 -0.705 -2.012
20 H 4.118 -1.160 -4.396
21 H 1.805 -1.981 -4.955
22 H 0.113 -2.008 -3.170
23 C 0.574 -2.121 3.530
24 S -0.979 -1.220 3.531
25 C -1.914 -2.275 2.407
26 O -0.680 0.071 2.699
27 H 0.442 -3.045 4.094
28 H 1.319 -1.506 4.034
29 H 0.875 -2.344 2.508
30 H -1.854 -3.307 2.754
31 H -1.502 -2.187 1.404
32 H -2.953 -1.952 2.424
33 Se 0.474 0.948 -7.046
34 Sb -1.438 0.723 -5.601
35 Se -1.976 -1.500 -4.733
36 Se -3.252 2.357 -5.521
37 Se -0.116 1.300 -2.925
38 C -3.899 0.623 -1.692
39 C -3.193 0.756 -0.346
40 C -3.123 2.200 0.132
41 O -1.840 0.274 -0.483
42 H -4.974 0.737 -1.565
43 H -3.700 -0.354 -2.132
44 H -3.546 1.401 -2.371
45 H -3.693 0.135 0.400
46 H -2.582 2.799 -0.601
47 H -2.622 2.275 1.097
48 H -4.133 2.594 0.232

Atomic forces in eV per Å
Mo 2.545 0.241 -1.279
O -0.100 0.426 -0.359
C 0.645 0.175 0.022
C -0.302 -0.193 -0.060
C 0.006 0.326 0.050
C 0.053 -0.016 0.109
C -0.052 0.027 0.031
C -0.122 -0.032 0.080
C 0.122 -0.009 -0.054
C 0.039 -0.352 0.093
N 0.258 -0.615 -0.415
H -0.283 -0.339 0.157
H -0.114 -0.016 -0.047
H -0.116 -0.021 0.028
H 0.049 -0.003 -0.011
H 0.014 0.039 0.038
H 0.035 -0.063 -0.002
H -0.018 -0.062 -0.028
H 0.012 -0.061 0.005
H 0.000 -0.006 -0.007
H -0.055 0.047 -0.002
H 0.030 0.180 -0.046
C -0.035 0.072 0.088
S 0.338 -0.496 -0.466
C -0.080 0.163 0.177
O -0.013 0.355 0.041
H -0.106 0.036 0.011
H -0.059 0.055 0.011
H -0.034 0.028 -0.031
H 0.041 0.032 0.081
H 0.101 -0.020 -0.001
H 0.028 0.051 0.013
Se -1.049 0.191 0.898
Sb 0.966 -1.641 -1.077
Se -0.158 1.062 -0.175
Se -0.128 0.155 0.045
Se 0.394 0.351 1.169
C 0.355 -0.099 0.159
C -1.206 0.680 -0.207
C 0.259 -0.270 0.012
O -2.372 -0.271 0.974
H 0.005 0.028 0.082
H -0.088 -0.006 -0.059
H 0.015 -0.034 -0.049
H 0.272 -0.156 0.000
H -0.040 0.050 0.012
H -0.029 0.022 0.001
H -0.023 -0.013 -0.009

The value obtained for the HOMO energy (alpha / beta) is -0.493 / -0.489 Ha. Its spin multiplicity is 3. The calculation puts the frontier orbital gap (alpha / beta) at 0.20477 / 0.19532 Ha. As for the total charge: +2.

These are the Mulliken partial charges, in e, on atoms 1 to 4:
1. Mo 0.95
2. O -0.44
3. C -0.33
4. C -0.76



No. 3
4 unconnected molecules or ions with the total composition C13H24N4O5P in a non-equilibrium geometry, computed with the ωB97M-V functional and the def2-TZVPD basis.

Element x y z (Å)
1 O -0.720 3.816 1.735
2 C -1.055 2.899 1.079
3 N -1.384 2.002 0.351
4 C -2.103 0.773 0.865
5 C -1.436 0.190 2.093
6 C -0.014 -0.417 1.954
7 C 0.742 -0.226 0.637
8 C 1.513 1.082 0.501
9 O 2.830 0.785 -0.020
10 C -3.541 1.208 1.177
11 O -4.083 1.590 -0.038
12 P -3.607 0.346 -1.227
13 O -4.857 0.875 -2.321
14 O -2.304 -0.163 -0.109
15 H -1.454 0.921 2.905
16 H -2.099 -0.617 2.405
17 H -0.064 -1.470 2.204
18 H 0.608 0.035 2.733
19 H 1.526 -0.992 0.617
20 H 0.119 -0.407 -0.237
21 H 1.627 1.564 1.477
22 H 1.025 1.753 -0.201
23 H 3.064 1.477 -0.638
24 H -3.648 1.947 1.980
25 H -4.037 0.287 1.533
26 H -4.546 -0.517 -0.561
27 H -3.267 -0.738 -2.112
28 H -2.692 1.238 -1.867
29 H -4.474 1.588 -2.829
30 C -2.157 -2.620 -3.888
31 C -1.128 -1.816 -3.251
32 N -0.363 -1.131 -2.741
33 H -2.026 -2.626 -4.969
34 H -2.120 -3.647 -3.527
35 H -3.134 -2.200 -3.650
36 C 5.555 0.713 -2.794
37 C 4.728 1.910 -2.796
38 N 4.059 2.842 -2.770
39 H 5.179 -0.003 -3.522
40 H 6.585 0.961 -3.044
41 H 5.531 0.249 -1.810
42 C 3.422 -2.218 4.075
43 C 1.976 -2.297 4.214
44 N 0.833 -2.359 4.276
45 H 3.858 -3.216 4.072
46 H 3.680 -1.722 3.140
47 H 3.854 -1.652 4.898

Atomic forces in eV per Å
O 0.150 0.122 0.003
C -0.165 0.081 -0.194
N 0.307 -0.245 0.557
C -1.083 -0.097 0.290
C 0.429 -0.481 -0.062
C -0.138 0.731 -0.089
C 0.299 -0.290 0.079
C 0.169 -0.245 -0.426
O 0.093 -0.133 0.182
C -0.190 -0.286 0.115
O 0.261 0.031 -0.098
P -0.994 -0.068 -0.616
O 0.008 -0.360 0.421
O 0.541 0.214 -0.485
H -0.007 0.179 -0.099
H -0.115 0.020 0.047
H -0.058 -0.114 -0.171
H 0.041 -0.122 0.113
H -0.023 -0.076 -0.032
H -0.093 0.050 0.040
H -0.047 0.136 0.016
H -0.104 0.122 0.152
H -0.013 0.217 -0.117
H 0.104 0.339 -0.267
H 0.004 0.023 0.174
H -0.031 0.076 -0.016
H 0.370 0.042 0.227
H 0.089 0.080 0.173
H 0.040 0.207 -0.096
C -0.160 -0.187 -0.114
C -0.149 0.190 0.051
N 0.338 -0.088 -0.090
H 0.054 0.022 0.005
H 0.032 0.011 0.031
H 0.042 0.055 0.056
C 0.115 -0.185 -0.010
C -0.092 -0.008 0.077
N 0.048 0.051 -0.007
H -0.048 0.027 -0.006
H -0.013 0.049 -0.003
H -0.061 0.034 0.019
C 0.203 0.071 -0.019
C -0.050 -0.044 -0.111
N 0.045 -0.154 0.299
H -0.046 -0.021 0.004
H -0.065 0.015 -0.013
H -0.037 0.008 0.015

The value obtained for the HOMO energy is -0.163 Ha. The calculation puts the frontier orbital gap at 0.24925 Ha. As for the total charge: -1.

These are the natural (NBO) partial charges, in e, on atoms 1 to 4:
1. O -0.57
2. C 0.84
3. N -0.56
4. C 0.40



No. 4
10 unconnected molecules or ions with the total composition C13H25Cl18N2O2 in a non-equilibrium geometry, computed with the ωB97M-V functional and the def2-TZVPD basis.

Element x y z (Å)
1 O -0.218 5.340 -5.539
2 O 0.085 5.938 -4.359
3 C -0.833 5.408 -3.340
4 N -0.567 3.914 -3.319
5 C 0.680 3.430 -2.750
6 C 0.469 1.898 -3.004
7 N -0.819 1.713 -3.659
8 C -1.496 2.969 -3.855
9 H 0.516 4.755 -5.838
10 H -0.575 5.864 -2.313
11 H -1.932 5.602 -3.606
12 H 1.547 3.978 -2.265
13 H 1.180 1.057 -2.710
14 H -1.286 0.854 -3.977
15 H -2.502 3.228 -4.321
16 C -0.263 -0.769 -0.761
17 Cl 1.418 -0.913 -1.295
18 Cl -1.029 -2.354 -0.637
19 H -0.285 -0.288 0.214
20 H -0.813 -0.165 -1.483
21 C 1.901 2.371 1.319
22 Cl 2.132 1.062 2.481
23 Cl 0.429 2.127 0.366
24 H 1.821 3.314 1.858
25 H 2.757 2.402 0.646
26 C 2.804 -3.939 0.468
27 Cl 1.740 -3.930 1.885
28 Cl 4.499 -4.120 0.934
29 H 2.525 -4.770 -0.177
30 H 2.685 -3.000 -0.068
31 C 0.633 -4.313 5.725
32 Cl -0.346 -3.563 4.458
33 Cl 1.106 -3.130 6.950
34 H 0.052 -5.102 6.201
35 H 1.531 -4.735 5.277
36 C 4.953 -6.199 4.495
37 Cl 4.845 -6.306 6.256
38 Cl 3.574 -5.321 3.822
39 H 5.870 -5.675 4.228
40 H 4.968 -7.205 4.079
41 C 0.693 -3.425 -3.945
42 Cl 1.504 -4.477 -2.779
43 Cl 1.350 -3.645 -5.571
44 H -0.370 -3.664 -3.957
45 H 0.835 -2.389 -3.643
46 C -0.816 -0.260 8.838
47 Cl -0.922 -0.369 10.599
48 Cl -2.196 0.619 8.167
49 H 0.101 0.264 8.571
50 H -0.800 -1.266 8.421
51 C -4.697 -2.363 -2.401
52 Cl -3.656 -2.869 -3.737
53 Cl -4.071 -0.905 -1.621
54 H -5.694 -2.157 -2.787
55 H -4.745 -3.165 -1.665
56 C -4.098 7.747 -3.117
57 Cl -3.709 6.185 -2.377
58 Cl -3.907 9.065 -1.959
59 H -3.428 7.916 -3.960
60 H -5.130 7.726 -3.464

Atomic forces in eV per Å
O -1.051 -1.165 -2.606
O 0.044 0.414 3.351
C 0.292 -0.242 -0.893
N -0.691 -0.092 0.449
C -3.939 -6.168 -2.663
C -0.356 3.967 0.034
N 0.245 3.687 0.572
C 4.931 -0.331 2.257
H -0.127 0.676 0.892
H -0.237 -0.636 -1.868
H 2.016 -0.467 0.252
H -1.687 -0.573 -0.892
H -1.450 1.183 -0.642
H 0.768 0.309 0.419
H 1.740 -0.601 0.770
C -0.477 -0.194 0.286
Cl 0.217 0.046 -0.018
Cl 0.128 0.037 -0.044
H 0.110 -0.255 -0.163
H 0.079 -0.125 0.058
C 0.455 0.053 0.350
Cl 0.011 0.113 -0.135
Cl -0.083 0.421 0.022
H -0.135 -0.191 -0.067
H -0.183 -0.124 0.049
C -0.011 -0.079 -0.122
Cl -0.325 0.292 -0.430
Cl 0.108 0.143 -0.368
H 0.072 0.072 0.241
H 0.041 -0.149 0.205
C 0.055 -0.306 0.057
Cl -0.074 -0.057 -0.021
Cl 0.068 -0.052 0.053
H -0.002 0.240 -0.044
H -0.130 0.206 0.078
C 0.167 -0.124 -0.008
Cl 0.087 -0.048 0.004
Cl 0.290 -0.314 0.220
H -0.205 0.020 0.095
H -0.116 0.157 0.114
C -0.217 0.082 -0.001
Cl -0.079 0.080 0.000
Cl -0.071 0.104 -0.012
H 0.197 -0.085 0.003
H 0.113 -0.206 -0.019
C 0.201 -0.144 -0.089
Cl 0.091 -0.044 -0.027
Cl 0.027 0.003 -0.116
H -0.202 0.009 0.103
H -0.112 0.159 0.106
C -0.209 -0.223 0.031
Cl -0.028 -0.039 -0.038
Cl -0.128 0.186 0.043
H 0.230 0.062 -0.001
H 0.151 0.161 -0.095
C -0.132 0.517 -0.248
Cl -0.594 -0.105 0.301
Cl -0.008 -0.116 -0.152
H -0.020 -0.055 0.192
H 0.148 -0.089 0.177

The value obtained for the HOMO energy is -0.437 Ha. The calculation puts the frontier orbital gap at 0.30301 Ha. As for the total charge: +1.

These are the natural (NBO) partial charges, in e, on atoms 1 to 4:
1. O -0.45
2. O -0.25
3. C 0.05
4. N -0.35



No. 5
A molecular structure, C13H25Cl2INOP2Zr in a non-equilibrium geometry, computed with the ωB97M-V functional and the def2-TZVPD basis.

Element x y z (Å)
1 C 0.006 -2.504 -2.703
2 C -0.163 -1.538 -1.614
3 H 0.680 -3.317 -2.399
4 H 0.427 -2.027 -3.595
5 H -0.965 -2.912 -2.999
6 O 0.726 -1.441 -0.693
7 I -1.883 2.771 -0.417
8 Zr -0.211 0.375 -0.306
9 P -2.549 -0.896 0.188
10 C -2.836 -1.193 1.971
11 C -4.054 0.050 -0.257
12 H -4.937 -0.566 -0.051
13 H -3.907 -2.838 -0.167
14 H -4.010 0.316 -1.317
15 H -2.965 -2.421 -1.640
16 H -2.754 -0.241 2.510
17 H -4.083 0.977 0.327
18 C -2.928 -2.511 -0.547
19 H -3.842 -1.612 2.112
20 H -2.159 -3.243 -0.270
21 H -2.084 -1.886 2.367
22 P 1.869 1.526 -1.548
23 C 3.237 1.928 -0.419
24 C 2.701 0.511 -2.818
25 H 0.738 2.940 -3.151
26 H 2.480 3.352 -3.009
27 H 1.309 3.870 -1.748
28 C 1.573 3.078 -2.456
29 H 2.003 0.270 -3.630
30 H 3.547 1.088 -3.218
31 H 4.078 2.351 -0.985
32 H 3.560 1.015 0.098
33 H 3.071 -0.423 -2.374
34 H 2.888 2.647 0.333
35 Cl -0.988 0.537 -2.810
36 Cl 1.259 -2.516 4.528
37 C 1.180 -0.981 3.785
38 C 1.564 0.166 4.483
39 C 1.418 1.396 3.840
40 C 0.898 1.452 2.537
41 N 0.574 0.323 1.858
42 C 0.718 -0.888 2.466
43 H 1.950 0.075 5.496
44 H 1.705 2.319 4.340
45 H 0.725 2.390 2.007
46 H 0.433 -1.771 1.895

Atomic forces in eV per Å
C -1.177 -0.979 -0.099
C 4.092 -0.484 1.474
H -0.202 0.264 0.214
H -0.133 0.443 0.147
H 0.056 -0.004 -0.215
O -2.527 -0.424 -2.942
I 1.034 -1.097 0.665
Zr -1.045 4.017 1.469
P -2.808 -0.872 -0.026
C 1.094 0.347 0.348
C 0.401 0.470 -0.325
H 0.233 -0.004 -0.046
H 0.290 0.055 -0.124
H -0.164 -0.065 0.110
H -0.144 -0.062 0.234
H -0.088 -0.213 -0.024
H -0.061 -0.267 -0.046
C 0.526 -0.140 -0.247
H 0.186 0.072 -0.289
H -0.254 -0.033 -0.032
H -0.269 0.067 0.040
P 1.541 0.925 -1.295
C -0.321 -0.243 0.632
C -0.409 -0.570 0.153
H 0.188 0.103 0.019
H -0.159 -0.131 0.156
H 0.075 -0.048 -0.161
C -0.612 -0.033 0.286
H 0.225 0.137 0.109
H -0.245 -0.154 0.140
H -0.253 -0.078 0.076
H 0.086 0.223 -0.091
H 0.049 0.197 -0.157
H 0.232 -0.047 -0.154
Cl 0.782 -1.326 0.671
Cl 0.024 0.017 -0.074
C -0.232 -0.356 -0.579
C -0.227 0.271 -0.590
C -0.154 0.132 -0.494
C 0.230 -0.260 0.507
N -0.141 -0.317 -0.330
C 0.140 0.611 0.595
H -0.054 0.114 -0.155
H -0.123 -0.183 -0.109
H 0.122 -0.164 0.313
H 0.196 0.086 0.244

The value obtained for the HOMO energy is -0.681 Ha. The calculation puts the frontier orbital gap at 0.15353 Ha. As for the total charge: +3.

These are the natural (NBO) partial charges, in e, on atoms 1 to 4:
1. C -0.79
2. C 0.61
3. H 0.31
4. H 0.35



For reference, E_tot by record: -1830.18478 -11101.96168 -1446.32357 -9053.32323 -2587.15810 Ha.